No. 1
8
Properties=species:S:1:pos:R:3 method="wB97M-V/def2-TZVPD" e_homo_ev=-10.11 smiles="O=c1nco[nH]1" de_lowest_kcal_mol=41.49 orbital_gap_ev=10.77
O -0.91 -1.98 -0.61
C -0.48 -0.92 -0.23
N -1.01 -0.05 0.77
C -0.21 0.95 0.79
O 0.85 0.94 -0.04
N 0.66 -0.26 -0.69
H -0.29 1.85 1.37
H 1.38 -0.55 -1.35


No. 2
7
Properties=species:S:1:pos:R:3 method="wB97M-V/def2-TZVPD" e_homo_ev="-9.92 / -10.32" de_lowest_kcal_mol=45.92 orbital_gap_ev="8.23 / 9.36"
N 1.03 -0.37 0.85
N -0.19 -0.05 -1.33
O -0.65 0.92 -1.05
O 0.47 -0.61 -2.10
O 0.62 -0.17 1.89
F -0.57 -1.15 -0.27
Cl -0.70 1.44 2.01


No. 3
46
Properties=species:S:1:pos:R:3 method="wB97M-V/def2-TZVPD" e_homo_ev=-10.96 total_charge=+1 orbital_gap_ev=7.39
Cu 0.67 0.57 -0.75
O 2.79 0.83 -0.11
C 3.78 1.10 -0.83
O 1.56 -0.18 -2.27
C 2.70 0.00 -2.74
O 3.00 -0.44 -3.95
N 3.77 0.64 -2.16
C 4.39 -0.05 -4.27
C 4.88 0.77 -3.11
H 4.36 0.53 -5.20
H 4.99 -0.97 -4.40
H 5.02 1.83 -3.39
H 5.80 0.37 -2.66
C 4.97 1.87 -0.44
C 5.35 2.12 0.83
H 5.57 2.31 -1.25
H 4.87 1.62 1.66
H 6.16 2.80 1.07
C -1.18 -1.14 3.63
As -0.86 -0.96 1.72
C -0.66 -2.86 1.36
C -2.83 -0.81 1.33
C -3.84 -1.49 2.01
C -5.19 -1.11 1.80
C -5.50 -0.09 0.91
C -4.47 0.57 0.21
C -3.13 0.22 0.41
As -1.49 1.17 -0.40
C -2.58 2.36 -1.47
C -1.35 2.50 1.03
H -0.18 -1.28 4.05
H -1.83 -2.00 3.81
H -1.63 -0.21 3.98
H -1.41 -3.38 1.96
H -0.78 -3.03 0.29
H 0.36 -3.11 1.67
H -3.58 -2.30 2.70
H -5.98 -1.64 2.36
H -6.55 0.21 0.76
H -4.72 1.36 -0.49
H -3.23 2.88 -0.77
H -1.91 3.05 -1.99
H -3.16 1.78 -2.18
H -2.36 2.92 1.12
H -1.03 2.04 1.97
H -0.64 3.26 0.72


No. 4
10
Properties=species:S:1:pos:R:3 method="wB97M-V/def2-TZVPD" e_homo_ev=-7.96 smiles="C=C=CC" de_lowest_kcal_mol=43.69 orbital_gap_ev=8.51
C -1.42 1.57 -0.16
C -0.69 0.49 -0.04
C 0.07 -0.45 0.47
C 1.21 -1.06 -0.25
H -1.52 1.96 0.82
H -1.86 2.10 -0.97
H -0.19 -0.84 1.44
H 2.12 -1.09 0.33
H 1.38 -0.58 -1.21
H 0.91 -2.10 -0.43


No. 5
15
Properties=species:S:1:pos:R:3 method="wB97M-V/def2-TZVPD" e_homo_ev=-9.04 smiles="O=C1CC=CB(O)C1" de_lowest_kcal_mol=27.81 orbital_gap_ev=9.36
O -0.81 0.37 -2.30
C -0.50 -0.17 -1.26
C 0.86 -0.79 -1.15
C 1.40 -0.52 0.21
C 0.98 0.30 1.23
B -0.47 0.85 1.21
O -1.00 1.89 1.76
C -1.32 -0.30 -0.13
H 1.56 -0.51 -1.98
H 0.90 -1.86 -1.40
H 2.39 -0.87 0.29
H 1.58 0.51 2.01
H -1.93 2.29 1.73
H -1.36 -1.32 0.18
H -2.29 0.14 -0.41


No. 6
37
Properties=species:S:1:pos:R:3 method="wB97M-V/def2-TZVPD" e_homo_ev=-8.62 orbital_gap_ev=2.51
C 0.46 4.20 0.03
C -0.71 3.46 -0.60
S -0.54 1.70 -0.30
O 0.02 1.15 -1.53
O 0.38 1.52 0.81
N -1.96 1.18 0.14
S -2.74 0.14 -0.81
O -2.83 0.61 -2.18
O -4.04 -0.13 -0.25
C -1.86 -1.39 -0.80
C -1.92 -2.07 0.57
O -0.98 -3.12 0.67
Si 0.58 -2.72 1.12
C 1.62 -2.01 -0.28
C 1.39 -4.34 1.61
C 0.67 -1.54 2.56
H 0.69 5.06 -0.60
H 1.33 3.54 0.16
H 0.23 4.59 1.02
H -0.60 3.54 -1.68
H -1.67 3.84 -0.28
H -2.34 -2.04 -1.52
H -0.84 -1.22 -1.14
H -1.87 -1.35 1.40
H -2.91 -2.52 0.64
H 1.19 -2.27 -1.25
H 2.62 -2.43 -0.22
H 1.67 -0.92 -0.19
H 2.35 -4.13 2.09
H 0.75 -4.85 2.33
H 1.53 -4.93 0.71
H 1.66 -1.68 3.00
H -0.06 -1.73 3.35
H 0.64 -0.50 2.24
O 1.49 5.18 -3.35
V 2.73 4.21 -3.20
O 3.85 3.96 -4.27


No. 7
57
Properties=species:S:1:pos:R:3 method="wB97M-V/def2-TZVPD" e_homo_ev="-10.33 / -11.48" total_charge=+1 multiplicity=2 orbital_gap_ev="7.30 / 8.45"
C -0.31 -0.99 -3.55
C 0.66 -1.46 -2.53
O 1.51 -0.81 -2.00
N 0.55 -2.90 -2.20
C 1.80 -3.60 -2.04
C 2.69 -3.54 -3.24
O 2.01 -4.23 -1.04
C -0.41 -3.18 -1.23
N -1.60 -3.69 -1.52
C -2.22 -3.81 -0.34
N -3.44 -4.30 -0.16
N -1.41 -3.40 0.65
N -0.25 -2.98 0.07
C 0.85 -2.47 0.88
N 1.28 -3.52 1.78
H -1.25 -1.55 -3.48
H -0.49 0.07 -3.44
H 0.11 -1.20 -4.54
H 2.80 -2.53 -3.62
H 2.20 -4.12 -4.04
H 3.65 -3.97 -3.00
H -3.87 -4.35 0.74
H -3.98 -4.57 -0.97
H -1.55 -3.40 1.65
H 1.62 -2.11 0.21
H 0.46 -1.65 1.49
H 1.86 -3.15 2.52
H 1.79 -4.23 1.27
C 0.10 4.89 0.67
C -0.35 3.93 1.78
C 0.85 3.31 2.49
C 1.60 2.28 1.66
C 0.64 1.21 1.14
C -0.57 1.77 0.40
N -1.21 2.82 1.24
O -1.99 2.31 2.12
C -0.15 2.32 -0.98
C -1.58 0.66 0.15
C -1.19 4.73 2.77
H 0.29 5.87 1.10
H 1.02 4.59 0.18
H -0.68 5.01 -0.09
H 0.51 2.84 3.42
H 1.52 4.12 2.79
H 2.12 2.75 0.82
H 2.37 1.81 2.27
H 1.16 0.52 0.46
H 0.28 0.62 1.99
H -0.98 2.85 -1.44
H 0.13 1.48 -1.62
H 0.71 2.98 -0.94
H -1.86 0.16 1.07
H -1.14 -0.06 -0.54
H -2.49 1.06 -0.31
H -2.08 5.14 2.28
H -0.59 5.56 3.14
H -1.51 4.13 3.62


No. 8
115
Properties=species:S:1:pos:R:3 method="wB97M-V/def2-TZVPD" e_homo_ev=-9.10 smiles="CB(O)[C@@H]1OS(=O)(=O)O[C@]1(OC[C@H](C)O)[C@@H](Br)[C@H](C)Br.C1CCOC1.C1CCOC1.C1CCOC1.C1CCOC1.C1CCOC1.C1CCOC1" orbital_gap_ev=8.74
C 3.14 -0.08 4.82
B 2.18 -1.10 3.93
O 2.01 -2.48 4.51
C 1.46 -0.74 2.50
O 2.62 -0.16 1.74
S 2.08 0.96 0.55
O 2.42 0.65 -0.93
O 2.80 2.31 0.92
O 0.44 0.92 1.04
C 0.23 0.32 2.40
O -1.17 -0.09 2.31
C -1.38 -1.52 2.11
C -1.43 -2.25 3.59
C -0.80 -3.76 3.63
O -2.88 -2.41 3.94
C 0.24 1.69 3.32
Br -0.43 3.16 2.07
C -0.79 1.70 4.59
C -0.96 3.30 5.03
Br -0.15 0.75 6.23
H 2.75 1.01 4.91
H 4.23 -0.08 4.33
H 3.18 -0.53 5.93
H 2.43 -3.08 3.80
H 1.39 -1.80 1.99
H -0.68 -2.04 1.33
H -2.48 -1.63 1.67
H -1.00 -1.53 4.44
H -1.62 -4.54 3.25
H 0.15 -3.76 2.94
H -0.52 -3.97 4.77
H -3.07 -2.00 4.84
H 1.33 2.01 3.59
H -1.88 1.33 4.37
H -1.14 3.27 6.20
H 0.03 3.91 4.87
H -1.91 3.76 4.53
C 5.67 1.41 8.79
C 5.94 0.06 9.41
C 4.90 -0.81 8.74
O 4.67 -0.25 7.43
C 5.29 1.04 7.37
H 6.52 2.10 8.84
H 4.82 1.88 9.30
H 6.95 -0.27 9.13
H 5.87 0.05 10.50
H 3.95 -0.79 9.28
H 5.23 -1.85 8.64
H 6.17 0.96 6.73
H 4.60 1.76 6.92
C -3.71 1.37 -1.78
C -2.48 1.65 -0.96
C -2.31 3.15 -1.14
O -3.63 3.69 -1.33
C -4.54 2.61 -1.54
H -4.22 0.45 -1.50
H -3.44 1.30 -2.84
H -2.68 1.43 0.10
H -1.60 1.09 -1.27
H -1.73 3.37 -2.04
H -1.84 3.63 -0.28
H -5.16 2.51 -0.64
H -5.20 2.84 -2.39
C -2.71 -1.76 -6.11
C -3.99 -1.06 -5.72
C -4.40 -1.83 -4.48
O -3.19 -2.29 -3.86
C -2.10 -2.10 -4.77
H -2.05 -1.15 -6.74
H -2.95 -2.68 -6.66
H -3.77 -0.02 -5.45
H -4.75 -1.06 -6.50
H -5.00 -2.71 -4.74
H -4.97 -1.22 -3.77
H -1.50 -1.27 -4.39
H -1.48 -3.00 -4.80
C 2.41 -0.19 -4.99
C 1.70 -0.56 -6.27
C 2.05 -2.02 -6.41
O 2.20 -2.55 -5.09
C 2.25 -1.45 -4.17
H 2.00 0.70 -4.50
H 3.47 -0.01 -5.20
H 0.62 -0.44 -6.14
H 2.00 0.04 -7.13
H 3.00 -2.15 -6.94
H 1.27 -2.59 -6.94
H 1.30 -1.44 -3.61
H 3.07 -1.59 -3.46
C -2.53 6.56 -1.88
C -1.31 6.84 -1.06
C -1.14 8.33 -1.24
O -2.45 8.88 -1.43
C -3.37 7.79 -1.64
H -3.05 5.63 -1.60
H -2.26 6.48 -2.94
H -1.50 6.61 0.00
H -0.43 6.27 -1.37
H -0.55 8.56 -2.14
H -0.66 8.81 -0.38
H -3.98 7.69 -0.74
H -4.02 8.03 -2.49
C 0.54 -5.61 -4.51
C 0.82 -6.96 -3.89
C -0.22 -7.83 -4.56
O -0.46 -7.28 -5.86
C 0.16 -5.98 -5.92
H 1.39 -4.93 -4.46
H -0.31 -5.14 -4.00
H 1.82 -7.30 -4.17
H 0.74 -6.97 -2.80
H -1.17 -7.81 -4.02
H 0.10 -8.87 -4.66
H 1.05 -6.06 -6.56
H -0.53 -5.26 -6.37


No. 9
63
Properties=species:S:1:pos:R:3 method="wB97M-V/def2-TZVPD" e_homo_ev="-6.55 / -9.52" multiplicity=7 de_lowest_kcal_mol=18.83 orbital_gap_ev="7.10 / 7.05"
Fe 1.58 0.25 -1.69
F 0.12 0.49 -0.30
F 1.42 -1.69 -1.76
C -2.49 2.26 1.45
C -1.92 3.48 0.73
C -0.54 3.70 1.29
O -1.78 3.20 -0.58
H -2.90 2.44 2.44
H -1.78 1.44 1.48
H -3.34 1.89 0.87
H -2.44 4.43 0.87
H 0.13 4.35 0.73
H -0.13 2.71 1.48
H -0.66 4.25 2.23
H -1.17 2.46 -0.53
C 3.26 1.12 2.07
C 3.44 1.30 0.64
C 4.87 1.46 0.24
O 2.81 0.29 -0.04
H 3.71 1.98 2.57
H 3.75 0.22 2.45
H 2.23 1.25 2.40
H 2.91 2.19 0.29
H 5.49 0.62 0.55
H 5.35 2.34 0.69
H 5.04 1.36 -0.83
H 3.15 -0.51 0.37
C -1.01 -1.03 4.13
C -0.17 -0.76 2.84
C 1.07 -1.52 2.78
O -0.96 -1.11 1.72
H -2.02 -0.65 4.00
H -0.60 -0.46 4.96
H -1.07 -2.08 4.39
H -0.02 0.31 2.67
H 0.94 -2.59 2.64
H 1.55 -1.50 3.76
H 1.66 -1.23 1.91
H -0.83 -0.57 0.94
C -0.74 -4.32 0.44
C -1.34 -4.12 -0.92
C -2.07 -2.77 -1.16
O -0.39 -4.21 -1.92
H -1.27 -3.92 1.30
H 0.17 -3.73 0.59
H -0.38 -5.29 0.75
H -2.16 -4.84 -0.89
H -2.74 -2.63 -0.31
H -2.61 -2.64 -2.10
H -1.36 -1.94 -1.18
H 0.09 -3.43 -1.66
C -0.67 0.74 -5.40
C -0.79 0.96 -3.88
C -2.24 0.74 -3.20
O 0.09 0.09 -3.29
H 0.34 0.84 -5.81
H -1.27 1.50 -5.90
H -0.99 -0.27 -5.65
H -0.45 1.99 -3.77
H -2.60 -0.25 -3.45
H -2.96 1.44 -3.62
H -2.25 0.75 -2.11
H -0.08 -0.77 -3.68


No. 10
14
Properties=species:S:1:pos:R:3 method="wB97M-V/def2-TZVPD" e_homo_ev="-7.29 / -7.30" de_lowest_kcal_mol=105.37 orbital_gap_ev="7.92 / 7.92"
C 0.54 2.34 0.16
C 0.07 0.59 0.91
C -1.06 -1.45 0.39
C 0.67 -0.46 -1.20
N -0.09 -0.44 0.13
F 0.30 3.06 1.24
F -0.69 0.71 1.97
H 1.72 2.20 -0.05
H -0.69 -2.22 1.14
H -2.02 -1.02 0.73
H -1.27 -1.90 -0.68
H 0.00 -0.27 -2.12
H 1.41 0.40 -1.30
H 1.10 -1.54 -1.32


No. 11
13
Properties=species:S:1:pos:R:3 method="wB97M-V/def2-TZVPD" e_homo_ev=-14.55 total_charge=+1 smiles=BrC[C@]12C[N@H+]1C2 de_lowest_kcal_mol=62.08 orbital_gap_ev=11.01
Br -2.37 0.77 1.53
C -1.80 0.39 -0.29
C -0.08 -0.21 -0.32
C 0.65 -1.32 0.32
N 0.94 0.06 0.71
C 1.17 0.58 -0.69
H -2.48 -0.25 -0.77
H -1.58 1.32 -0.94
H 0.19 -2.02 1.08
H 1.35 -1.80 -0.26
H 1.02 0.58 1.71
H 1.97 0.18 -1.22
H 1.02 1.73 -0.88


No. 12
82
Properties=species:S:1:pos:R:3 method="wB97M-V/def2-TZVPD" e_homo_ev="-13.14 / -13.90" total_charge=+2 multiplicity=5 de_lowest_kcal_mol=0.00 orbital_gap_ev="7.80 / 4.76"
Pd 0.38 1.07 -0.22
C 4.72 1.02 -0.44
C 3.51 0.76 -1.07
N 2.51 1.39 -0.45
N 3.05 2.04 0.59
C 4.38 1.85 0.62
B 2.21 2.97 1.52
N 1.30 3.84 0.63
C 1.23 5.18 0.55
C 0.25 5.51 -0.37
C -0.23 4.28 -0.82
N 0.41 3.29 -0.21
N 1.29 2.09 2.42
C 1.29 2.01 3.76
C 0.31 1.10 4.14
C -0.25 0.67 2.95
N 0.34 1.28 1.92
H 5.71 0.69 -0.71
H 3.33 0.18 -1.97
H 5.00 2.31 1.38
H 2.93 3.63 2.20
H 1.86 5.81 1.16
H -0.06 6.50 -0.67
H -1.00 4.08 -1.55
H 1.97 2.59 4.36
H 0.05 0.81 5.14
H -1.04 -0.04 2.78
C -4.77 1.58 -0.31
C -3.37 1.69 0.30
C -3.38 1.40 1.80
P -2.02 0.77 -0.58
C -2.52 0.77 -2.36
C -1.58 -0.11 -3.17
C -2.51 2.20 -2.92
C -2.10 -1.02 -0.14
C -3.29 -1.67 0.05
C -3.38 -3.03 0.39
C -4.70 -3.69 0.61
C -2.19 -3.77 0.52
C -0.98 -3.17 0.33
C -0.87 -1.78 -0.01
N 0.33 -1.22 -0.16
C 1.50 -1.92 -0.28
C 1.83 -2.59 -1.52
C 0.87 -2.60 -2.67
C 3.04 -3.20 -1.63
C 3.98 -3.22 -0.57
C 5.29 -3.88 -0.74
C 3.64 -2.59 0.64
C 2.45 -1.95 0.82
C 2.11 -1.35 2.14
H -5.42 2.29 0.20
H -5.22 0.60 -0.18
H -4.79 1.84 -1.37
H -3.04 2.73 0.17
H -3.55 0.34 2.01
H -4.19 1.96 2.27
H -2.45 1.71 2.27
H -3.53 0.36 -2.41
H -0.54 0.18 -2.98
H -1.76 0.01 -4.24
H -1.71 -1.17 -2.93
H -1.48 2.55 -3.02
H -3.07 2.91 -2.30
H -2.96 2.20 -3.91
H -4.22 -1.12 -0.07
H -5.54 -3.03 0.39
H -4.79 -4.02 1.65
H -4.79 -4.59 -0.01
H -2.24 -4.82 0.78
H -0.06 -3.74 0.45
H 0.62 -1.58 -2.97
H -0.06 -3.11 -2.41
H 1.31 -3.11 -3.53
H 3.29 -3.70 -2.56
H 5.22 -4.75 -1.40
H 5.73 -4.17 0.21
H 5.99 -3.19 -1.23
H 4.34 -2.62 1.47
H 2.80 -1.69 2.91
H 1.10 -1.60 2.44
H 2.18 -0.26 2.09